This record from the OMol25 dataset describes a structure of composition C33H74F2O24P4V in a non-equilibrium geometry. The level of theory is ωB97M-V with the def2-TZVPD basis set.

CARTESIAN COORDINATES (ANGSTROEM)
H1 2.446 0.499 4.740
H2 -4.949 1.294 -1.301
C1 3.624 -1.365 -3.409
P1 1.629 0.060 -2.977
H3 -4.676 2.674 -3.576
O1 -1.761 -1.867 7.070
F1 -2.775 -1.008 5.398
H4 3.844 3.226 1.547
C2 3.021 0.169 3.875
H5 2.999 2.819 -3.828
C3 -4.729 2.163 -0.682
H6 3.268 4.488 2.322
H7 -6.530 3.429 -1.015
O2 -0.357 -3.175 1.146
H8 -0.994 -2.852 -3.372
H9 -0.367 4.217 -1.995
O3 -3.113 4.234 6.357
H10 -1.330 -5.242 -2.090
H11 -1.574 6.366 -3.541
H12 -2.013 -2.704 2.333
O4 -1.576 1.534 -1.122
C4 4.432 -4.543 -0.778
C5 -1.953 -0.660 6.414
H13 4.076 0.200 4.149
C6 -2.360 3.988 5.440
H14 2.878 0.903 3.082
C7 1.890 3.747 0.742
H15 2.082 2.876 -6.222
O5 -1.791 3.321 -3.064
H16 3.932 0.982 1.071
H17 -0.992 -2.936 -5.028
H18 -1.813 3.918 2.512
O6 -2.244 4.761 4.315
H19 -0.627 0.270 5.147
C8 5.945 0.439 1.417
H20 4.749 -5.580 -0.666
H21 1.414 -5.555 -0.984
C9 2.652 -1.247 3.436
H22 -4.213 1.807 0.209
H23 5.209 -4.065 -1.374
H24 -0.637 5.049 3.030
H25 6.802 -0.006 0.911
H26 -3.411 2.579 -4.789
C10 -4.813 -2.409 -0.642
H27 -0.684 -0.110 -4.875
C11 4.746 0.550 0.488
H28 -2.873 1.356 2.704
C12 4.220 -3.856 0.524
H29 -5.533 1.218 -5.418
F2 0.646 3.562 4.592
C13 0.579 -5.820 -1.634
H30 1.131 4.511 0.914
C14 -5.925 2.945 -0.248
H31 2.461 4.152 -0.094
H32 -3.991 0.192 -5.110
H33 -2.341 -2.006 -4.204
H34 0.161 5.870 -3.242
H35 0.222 0.012 6.649
H36 -3.723 -3.980 -1.590
H37 -1.065 -5.157 -0.332
H38 -0.570 2.242 3.722
O7 2.994 -0.711 -2.472
C15 -0.965 -3.003 2.323
H39 0.447 2.915 -5.476
C16 -0.592 3.219 4.205
H40 -5.227 0.165 -4.040
H41 -6.571 2.236 0.269
H42 5.087 -3.279 0.845
C17 -0.755 -4.420 2.954
O8 0.816 0.663 -1.913
H43 -1.193 -0.334 -3.354
H44 -5.730 -2.569 -1.208
H45 3.481 -0.969 -4.415
V1 0.051 0.641 0.307
O9 3.491 -1.577 2.396
O10 0.794 -1.141 -3.664
O11 3.078 -3.027 0.459
O12 -2.598 -3.167 -0.115
O13 -3.205 1.336 -3.175
H46 5.785 -1.618 -3.718
C18 -4.025 1.984 -4.112
C19 1.502 3.154 -5.342
P2 -2.476 2.259 -2.088
C20 -1.313 4.282 3.410
H47 -5.641 3.614 0.564
H48 -2.319 0.141 7.057
O14 -0.906 -1.173 -0.498
H49 3.531 -4.667 -1.379
H50 6.252 1.458 1.651
C21 -1.297 4.548 -2.456
H51 5.457 -1.213 -2.054
O15 -0.492 -3.628 6.798
H52 -0.686 -4.517 4.037
O16 -3.770 3.012 -1.393
H53 0.204 -4.806 2.608
P3 -1.082 -2.620 -0.202
O17 -0.374 -3.568 -1.369
H54 -2.804 -0.401 3.264
O18 1.770 -0.800 0.640
H55 -0.756 5.134 -4.490
H56 0.360 -6.868 -1.428
C22 -0.852 5.551 -3.488
H57 -3.108 -2.349 -1.972
C23 1.979 2.484 -4.016
C24 -0.492 -0.441 5.962
H58 5.829 -0.200 2.292
C25 -2.567 0.331 2.492
O19 4.481 -0.866 0.149
O20 -1.344 0.369 2.031
C26 -3.477 -3.000 -1.180
P4 3.102 -1.490 0.857
H59 -2.010 4.960 -1.742
H60 -5.103 -3.079 0.168
H61 4.873 1.247 -0.340
H62 2.881 -1.769 4.366
H63 -0.450 -2.200 2.850
H64 5.473 0.057 -3.245
O21 -0.149 -1.748 5.593
C27 5.175 -0.979 -3.080
C28 -0.629 -4.948 -1.309
C29 2.862 3.603 1.833
H65 -4.704 -1.386 -0.283
H66 4.010 -4.528 1.356
C30 -4.761 0.864 -4.734
H67 2.636 2.850 2.589
H68 1.374 2.758 -3.152
H69 1.611 -1.398 3.151
O22 -1.448 3.022 5.374
C31 -0.809 -2.574 6.464
O23 1.959 1.093 -4.209
H70 3.290 -2.401 -3.459
C32 -1.279 -2.247 -4.233
O24 1.305 2.536 0.427
H71 1.711 4.215 -5.481
H72 0.933 -5.649 -2.650
C33 -0.603 -0.870 -4.098
H73 -1.580 -5.035 2.593
H74 -3.201 0.051 1.651

Calculated values
Gap between HOMO and LUMO (alpha / beta)   0.23835 / 0.26670 hartree
Lowest unoccupied orbital energy (alpha / beta)   0.434 / 0.434 eV
Net charge   0
Expectation value of S²   3.753
E_tot   -5617.00021 Eh
2S+1   4